{"formula": "CH5NO", "method": "ωB97M-V with the def2-TZVPD basis set", "elements": ["H", "N", "C", "O", "H", "H", "H", "H"], "xyz": [[-3.20657, 0.73714, -0.02322], [-2.20620, 0.43642, -0.00672], [1.54814, -0.13160, -0.00662], [-2.23408, -0.75346, 0.00546], [1.21114, 0.91751, -0.24794], [2.21126, -0.49855, -0.81198], [0.58372, -0.67923, 0.11781], [2.09258, -0.02823, 0.97321]], "mulliken_charge": [0.21, 0.01, -0.78, -0.22, 0.21, 0.22, 0.14, 0.22], "homo_ev": -9.7, "mol_weight_g_mol": 47.1, "smiles": "N=O.C", "orbital_gap_ev": 9.44, "lumo_energy_ev": -0.2783, "e_above_lowest_kcal_mol": 63.3, "multiplicity": 1}



{"formula": "C2H7ClNOP", "method": "ωB97M-V with the def2-TZVPD basis set", "elements": ["H", "H", "H", "P", "N", "H", "C", "H", "C", "H", "Cl", "O", "H"], "xyz": [[-2.00104, 2.82879, -1.05493], [-0.23954, 0.55090, 2.03708], [-0.43895, -1.19104, 1.56529], [-0.17564, 2.12630, 0.10317], [-0.03301, 0.38209, 0.11104], [1.77434, -0.41559, -0.70646], [0.18832, -0.27308, 1.39297], [0.22231, -1.23100, -1.14257], [0.64402, -0.26985, -0.98222], [0.62336, 0.24894, -1.85798], [1.20773, 2.81630, -1.27139], [-1.48260, 2.04879, -0.91755], [1.19200, -0.62221, 1.51824]], "mulliken_charge": [0.31, 0.28, 0.25, 0.27, 0.13, 0.31, -0.80, 0.36, -1.08, 0.41, -0.26, -0.47, 0.30], "homo_ev": -9.0, "mol_weight_g_mol": 127.5, "smiles": "CN(C)P(O)Cl", "orbital_gap_ev": 9.89, "lumo_energy_ev": 0.8718, "e_above_lowest_kcal_mol": 26.5, "multiplicity": 1}



{"formula": "C14H31NO3P", "method": "ωB97M-V with the def2-TZVPD basis set", "elements": ["C", "C", "H", "C", "O", "H", "H", "H", "H", "H", "H", "H", "C", "H", "H", "H", "H", "H", "O", "H", "C", "H", "O", "H", "C", "H", "H", "C", "C", "H", "H", "H", "H", "C", "H", "C", "P", "C", "H", "H", "H", "H", "H", "C", "H", "C", "H", "H", "C", "N"], "xyz": [[2.95911, -1.26890, -0.17979], [-0.30071, 0.22439, 1.05149], [1.79871, 1.38530, -0.98663], [3.81007, -1.79022, -1.48783], [7.15967, 0.92507, 0.91297], [-5.73466, 0.94942, -1.02672], [-0.78832, -2.46635, -0.57696], [2.04864, -4.34786, 0.99880], [1.87079, -1.14804, -0.56996], [0.99772, -2.87768, 0.56834], [-6.98197, 2.14069, -0.59440], [0.61745, -0.47925, 1.02713], [-4.98503, 2.95390, -0.75034], [3.59311, -2.92545, -1.55536], [1.68246, 3.07288, -0.20703], [3.27929, -1.32468, -2.41361], [-0.69868, 2.83073, -1.55419], [4.92546, -1.53056, -1.42942], [2.34995, 1.42875, 1.05763], [-6.29870, 2.09519, -2.23478], [3.08997, -2.24977, 1.09910], [3.17018, -1.68317, 2.11379], [-3.80080, 2.72712, -1.50689], [-4.74222, 2.82182, 0.30668], [5.97560, 0.74627, 1.27022], [-1.94870, 1.46933, -1.14214], [-1.68330, -2.74543, 1.44791], [-6.06796, 1.98095, -1.17140], [-1.42187, -1.51876, -0.71454], [-0.44738, 0.49240, 2.17754], [-2.48989, -1.87704, -1.01770], [4.14713, 1.16599, -0.69872], [-1.01398, -0.95007, -1.62867], [-1.60428, -0.61989, 0.61148], [1.37440, -3.17822, 2.35708], [-0.83724, 1.74790, -1.14578], [3.58388, 0.45015, 0.41436], [1.48854, 1.95287, -0.01159], [-0.28239, 1.06352, -1.90107], [-1.11154, -1.49500, 2.67588], [-0.48746, 2.47342, 0.97369], [4.00207, -2.92540, 0.91750], [-5.30730, 3.98834, -0.90375], [-0.09359, 1.62844, 0.27954], [-2.98450, -1.61890, 2.22506], [1.81226, -3.26087, 1.28165], [-4.02188, 2.85470, -2.44062], [-2.50996, 0.08255, 0.54503], [-1.90443, -1.67183, 1.84404], [4.81228, 0.30124, 1.69299]], "mulliken_charge": [0.65, -0.57, 0.32, -1.13, -0.37, 0.24, 0.34, 0.35, -0.07, -0.22, 0.34, -0.11, -0.25, 0.39, 0.33, 0.37, 0.36, 0.32, -0.42, 0.33, -0.69, 0.35, -0.46, 0.28, 0.69, 0.19, 0.25, -1.02, -1.30, 0.29, 0.36, 0.29, 0.16, 0.57, 0.25, -1.15, 0.44, -0.62, 0.23, 0.28, 0.31, 0.42, 0.28, 0.44, 0.29, -0.44, 0.26, 0.31, -1.05, -0.38], "homo_ev": -12.4, "charge": 1, "mol_weight_g_mol": 292.4, "orbital_gap_ev": 8.69, "lumo_energy_ev": -3.7292, "multiplicity": 1}



{"formula": "C26H27BO6", "method": "ωB97M-V with the def2-TZVPD basis set", "elements": ["H", "C", "B", "H", "C", "C", "H", "H", "C", "H", "C", "H", "O", "O", "C", "H", "H", "O", "H", "H", "H", "C", "C", "H", "H", "O", "H", "H", "C", "C", "H", "C", "H", "C", "C", "H", "H", "C", "H", "H", "C", "O", "H", "C", "C", "H", "C", "H", "C", "C", "H", "C", "H", "O", "C", "C", "H", "C", "C", "C"], "xyz": [[0.48119, 0.58138, 0.84463], [1.03580, 2.33310, 2.95143], [2.77012, 0.80867, 2.81805], [0.71980, 2.86254, 3.87196], [-3.70364, -2.86092, 1.43182], [-6.60150, -6.66893, 8.29869], [-5.94373, -7.37698, 7.77986], [-6.66668, -6.91821, 9.35886], [-3.06252, -0.86801, 0.23481], [7.68438, -1.19193, 2.03209], [1.14248, 0.12086, 4.24737], [0.56500, -0.95951, 1.78639], [-4.09484, -3.39892, 2.65110], [-6.04929, -5.33337, 8.32735], [-3.74734, -2.80049, 3.82778], [4.65125, 3.10118, 2.81154], [-6.46969, -6.04965, 5.69193], [2.41738, 2.25469, 2.83022], [-5.09270, -2.80559, -1.64446], [0.79285, -0.93128, 4.25596], [-2.62702, 0.13314, 0.26449], [7.65657, -0.53365, 2.91462], [6.48415, 1.75307, 2.87446], [7.63235, -1.15142, 3.82673], [-2.67725, -1.24214, 4.76836], [2.31084, 0.09370, 1.62054], [0.83941, 0.62142, 5.18524], [-4.78509, -3.13667, 8.40273], [-2.93794, -1.68097, 1.38594], [-0.97202, 0.95652, 3.17676], [-7.59987, -6.67003, 7.84482], [-4.87002, -3.52048, 7.38531], [0.57456, 2.80364, 2.06089], [-4.22847, -2.91961, 6.31553], [-2.52272, -1.05525, 2.60766], [-3.63639, -2.01822, 6.46318], [8.55790, 0.10484, 2.92843], [0.48955, 0.88601, 3.03864], [-5.18673, -4.09506, 0.47620], [-3.85825, -0.66665, -1.73729], [0.91659, 0.09072, 1.73457], [2.52947, 0.13812, 4.10666], [-1.30164, 1.51135, 4.06699], [-3.78241, -1.30416, -0.85996], [-4.34638, -3.42908, 4.99333], [7.33518, 2.42914, 2.91936], [6.51369, 0.36663, 2.86478], [-1.20684, -0.13298, 3.27862], [-4.47084, -2.51914, -0.80412], [5.11212, 2.11588, 2.81971], [-1.38829, 1.40014, 2.25994], [-5.17152, -4.56624, 4.82386], [-5.32456, -4.96409, 3.82717], [5.23706, -0.14362, 2.81380], [-4.46572, -3.28979, 0.34987], [-5.82798, -5.18563, 5.87674], [-2.82235, 0.02081, 2.57563], [4.38198, 0.93409, 2.77485], [-2.93096, -1.69045, 3.81060], [-5.62978, -4.70582, 7.19797]], "mulliken_charge": [0.27, -0.92, 0.50, 0.32, 0.45, -0.79, 0.35, 0.25, -0.89, 0.26, -0.71, 0.19, -0.41, -0.40, 0.82, 0.47, 0.39, -0.27, 0.38, 0.30, 0.34, -1.14, -0.59, 0.26, 0.47, -0.46, 0.34, 0.40, 0.55, -1.54, 0.32, -0.83, 0.33, -0.49, 0.44, 0.39, 0.29, 1.23, 0.41, 0.41, -0.53, -0.50, 0.40, -0.64, 0.31, 0.36, 0.37, -0.37, -0.35, -0.51, 0.57, -0.46, 0.42, -0.43, -0.60, -0.58, 0.49, 0.43, -0.73, 0.65], "homo_ev": -5.5, "mol_weight_g_mol": 446.3, "orbital_gap_ev": 2.27, "lumo_energy_ev": -3.1825, "e_above_lowest_kcal_mol": 43.2, "multiplicity": 1}



{"formula": "C31H51NO10S2", "method": "ωB97M-V with the def2-TZVPD basis set", "elements": ["C", "H", "H", "C", "C", "O", "H", "H", "H", "C", "H", "H", "H", "H", "N", "H", "H", "H", "C", "C", "H", "H", "H", "H", "H", "C", "H", "H", "H", "C", "O", "H", "C", "S", "H", "H", "H", "C", "H", "C", "H", "C", "C", "C", "H", "H", "O", "H", "H", "C", "S", "H", "C", "H", "C", "H", "H", "H", "H", "H", "C", "O", "C", "H", "H", "H", "C", "H", "C", "H", "C", "C", "H", "C", "C", "O", "H", "H", "C", "H", "O", "C", "H", "O", "H", "O", "C", "C", "C", "H", "H", "O", "C", "O", "H"], "xyz": [[-4.78962, 3.81202, 7.29885], [-0.15913, -2.00059, -5.13954], [1.28356, 0.25747, 3.01493], [2.50183, -1.26684, -0.83128], [-1.74077, 0.36418, 2.20790], [5.07240, 1.07956, 2.41945], [-0.90381, -2.28104, 1.34131], [3.42852, -1.26748, -2.75897], [-1.48090, -4.94160, -2.63559], [2.29865, 0.01037, 2.70641], [4.42526, 1.87042, 0.62864], [-2.61507, -5.12117, -0.45706], [-2.39564, 4.37945, 1.33673], [1.83092, -0.17586, -4.03558], [3.58887, -1.99373, 1.89575], [-0.52610, 2.37593, -0.82538], [0.34971, 0.50455, -8.59653], [-5.25499, 4.40479, 6.51167], [2.42723, -1.45104, -2.36392], [-0.25352, 1.95618, -7.13308], [5.85530, 0.54384, 2.26807], [3.48235, -1.60278, -0.50226], [-0.32614, -1.63746, 2.85287], [-0.50981, -0.18621, -3.78464], [-5.06132, 4.23839, 8.26465], [-1.15307, -3.91170, -2.45024], [2.65454, 4.11919, -5.88985], [0.43461, 0.23225, -0.36367], [-0.43774, 3.02654, -7.03289], [-0.32833, 0.58960, 0.30664], [2.56735, -4.52720, 3.49751], [-3.70902, 3.89317, 7.18069], [-3.81485, 1.23118, 5.60700], [5.79949, -2.14046, 3.55200], [-3.10106, 1.97051, 2.55317], [-3.63000, 3.51500, 0.44035], [-2.87137, 1.54939, 7.56536], [1.17894, -1.99972, 1.36286], [1.14613, 2.06316, -8.78505], [2.30139, -1.45139, 2.29245], [2.40728, -0.19766, -0.65073], [1.39983, -2.08381, -0.15770], [-1.37564, -3.03188, -3.68157], [-0.89163, 1.82315, 0.03273], [-2.16477, -2.32337, -3.42457], [2.15947, -2.48416, -2.58840], [-4.99373, 1.79895, 5.92656], [1.37478, 3.91864, -7.08436], [-4.82996, 1.75475, 8.00170], [4.22668, 1.00501, 1.26968], [1.48834, -3.62052, 3.31129], [2.10914, 1.26271, 0.91824], [2.79153, 1.10030, 1.75114], [-1.18848, 1.45123, -6.89615], [-2.30454, 1.58452, 1.92891], [-2.20794, 4.06757, -0.41630], [-2.05699, 2.27857, 6.17020], [1.40804, 0.46550, -2.48667], [-1.99472, 0.53066, 6.42672], [-2.09131, -0.20705, 3.05701], [-0.73732, -0.16299, 1.39609], [0.66076, 1.50699, -6.12756], [0.03182, -0.97053, -3.24565], [-6.33708, 2.32285, 7.31698], [2.91909, 3.07514, -7.29150], [1.59126, -3.13176, -0.38761], [-1.89873, 2.33651, 0.83075], [0.44220, -1.84602, -0.62081], [-0.22443, -1.54246, 1.77297], [-0.49526, -1.08955, -2.29503], [1.47029, -0.46793, -3.05367], [2.18119, 3.40979, -6.56320], [2.75429, 2.02731, 2.33185], [-5.25498, 2.37378, 7.21082], [-2.55084, 3.66059, 0.53316], [-3.72764, 0.64289, 4.56452], [-0.54576, 1.88059, -9.26188], [0.74066, -2.91529, -3.93958], [1.74389, 2.21608, -5.74761], [2.91752, 0.06970, 3.60409], [1.95472, -2.12680, 3.56407], [-2.62217, 1.41353, 6.51652], [-1.71267, -3.64426, -4.51847], [0.27705, -3.82786, 4.03328], [-0.09135, -3.93751, -2.17164], [-1.89156, -3.39577, -1.34869], [4.56086, -2.04404, 2.61384], [-1.91388, -4.30128, -0.26798], [-0.11206, -2.24844, -4.07685], [4.42507, 0.10370, 0.69220], [-2.24828, -3.77178, 0.62303], [2.36393, 1.82855, -4.79637], [0.20244, 1.58209, -8.52745], [1.21368, -3.44340, 1.77220], [-0.91690, -4.70640, -0.06225]], "mulliken_charge": [-0.95, 0.37, 0.35, -0.26, -0.65, -0.59, -0.28, 0.42, 0.53, -1.57, 0.43, 0.36, 0.31, 0.37, -0.29, 0.43, 0.31, 0.29, -1.43, -0.44, 0.34, 0.88, 0.93, 0.47, 0.35, -0.14, 0.34, -0.41, 0.37, 0.72, -0.66, 0.27, 0.73, -0.37, 0.52, 0.36, 0.37, 1.86, 0.28, 1.09, -0.13, 0.02, -1.13, -0.67, 0.38, 0.44, -0.35, 0.36, 0.38, -0.76, 1.33, -0.11, -0.21, 0.34, -1.10, 0.37, 0.24, 0.20, 0.34, 0.68, 0.11, -0.30, -0.37, 0.32, 0.29, 0.90, 0.74, -0.83, -2.20, -0.10, -0.23, -1.25, 0.55, -0.46, -1.45, -0.49, 0.38, 0.38, 0.90, 0.70, -0.60, -1.05, 0.43, -0.66, 0.13, -0.36, 0.57, -0.83, -0.78, 0.40, 0.22, -0.54, -1.03, -0.45, 0.32], "homo_ev": -8.7, "mol_weight_g_mol": 661.9, "smiles": "COCCCCCCCC[C@@]1(Cc2ccc(C)cc2)OS(=O)(=O)O[C@@]1(CCCO)N=C=S.CCOC(C)=O.CCOC(C)=O", "orbital_gap_ev": 9.20, "lumo_energy_ev": 0.5276, "multiplicity": 1}



{"formula": "CH5NS", "method": "ωB97M-V with the def2-TZVPD basis set", "elements": ["H", "N", "H", "H", "H", "H", "S", "C"], "xyz": [[-1.78674, -0.82197, 0.99157], [1.66315, 1.03371, 0.17513], [1.78312, 1.04547, -0.83748], [1.80350, 1.98864, 0.50331], [-1.42288, -1.02854, -0.74621], [-0.10286, -0.86816, 0.43749], [-1.06520, 1.22529, -0.01324], [-1.11124, -0.56057, 0.18372]], "mulliken_charge": [0.27, -0.53, 0.24, 0.22, 0.27, 0.29, -0.08, -0.68], "homo_ev": [-9.2, -9.2], "mol_weight_g_mol": 63.1, "orbital_gap_ev": [6.95, 6.94], "lumo_energy_ev": [-2.2180, -2.2205], "e_above_lowest_kcal_mol": 65.5, "multiplicity": 1}